Molecular formula: C43H86N10O9S
Method: DFT, ωB97M-V/def2-TZVPD

Values from the calculation:
LUMO energy = -0.037 Ha
total charge = 0
frontier orbital gap = 4.877 eV
highest occupied orbital energy = -0.216 hartree
total energy = -90132.78935 eV

Each atom is followed by the atoms it is bonded to, with distances in Å.
Element x y z (Å)
1 S -0.640 3.342 5.296  C34 1.875, H120 1.417
2 O 3.037 1.903 2.349  C50 1.362
3 O 5.313 3.371 -6.033  C29 1.225
4 O -11.596 -0.556 0.294  C43 1.225
5 O 0.771 0.610 -2.842  C22 1.362
6 O 0.555 -5.770 4.038  C42 1.225
7 O -0.087 4.797 -4.887  C57 1.225
8 O -1.177 10.148 6.634  C59 1.225
9 O 4.661 -5.719 -1.137  C37 1.225
10 O -5.491 -1.676 0.859  C53 1.225
11 N 5.398 -5.849 -3.328  C32 1.448, C37 1.379, C62 1.448
12 N -2.965 -0.009 1.121  C41 1.535, H116 1.044, H147 1.049
13 N 0.621 8.733 6.286  C21 1.448, C58 1.448, C59 1.379
14 N -2.214 5.049 -5.765  C25 1.448, C57 1.379, C61 1.448
15 N -13.294 -2.098 0.604  C43 1.379, C45 1.448, C48 1.448
16 N -2.838 -0.901 -1.143  C41 1.543, H65 1.054, H113 1.055
17 N -0.922 -1.297 0.310  C41 1.517, H132 1.061, H141 1.063
18 N 3.186 3.623 -6.911  C29 1.379, C46 1.448, C55 1.448
19 N 1.216 -7.577 5.325  C27 1.448, C42 1.379, C54 1.448
20 N -7.617 -1.424 -0.019  C38 1.448, C47 1.448, C53 1.379
21 C -0.154 7.539 6.550  N13 1.448, H76 1.093, H82 1.094, H149 1.094
22 C 1.276 0.998 -1.639  O5 1.362, C31 1.670, C60 1.644
23 C 2.680 -2.155 2.818  C40 1.644, H110 1.170, H125 1.179, H131 1.193
24 C -0.023 1.990 2.267  C28 1.672, C33 1.649, H74 1.171, H93 1.170
25 C -3.349 5.920 -5.990  N14 1.448, H96 1.094, H114 1.093, H122 1.094
26 C 8.630 0.022 0.079  C63 1.673, H98 1.170, H107 1.193, H129 1.176
27 C 1.704 -8.324 4.185  N19 1.448, H70 1.094, H75 1.094, H104 1.093
28 C -0.333 3.630 2.369  C24 1.672, C34 1.651, H117 1.180, H143 1.193
29 C 4.320 4.053 -6.256  O3 1.225, N18 1.379, H102 1.102
30 C 5.423 -2.533 0.622  C44 1.673, C56 1.639, H78 1.190, H105 1.170
31 C 2.931 1.200 -1.556  C22 1.670, C35 1.518, C36 1.646
32 C 5.468 -5.227 -4.633  N11 1.448, H118 1.093, H133 1.094, H135 1.094
33 C 0.916 1.642 0.957  C24 1.649, C50 1.667, C60 1.510
34 C 0.080 4.268 3.834  S1 1.875, C28 1.651, H66 1.193, H127 1.186
35 C 3.594 1.511 -0.227  C31 1.518, C50 1.669, C52 1.647
36 C 3.767 1.046 -2.966  C31 1.646, H81 1.171, H87 1.190, H95 1.190
37 C 4.758 -5.249 -2.264  O9 1.225, N11 1.379, H139 1.102
38 C -8.752 -0.553 -0.244  N20 1.448, H69 1.094, H71 1.094, H86 1.093
39 C 6.101 0.392 -0.581  C52 1.640, C63 1.640, H84 1.179, H140 1.194
40 C 3.501 -3.458 2.243  C23 1.644, C44 1.517, C51 1.643
41 C -1.981 -0.264 -0.029  N12 1.535, N16 1.543, N17 1.517, C49 1.672
42 C 0.670 -6.327 5.123  O6 1.225, N19 1.379, H123 1.102
43 C -12.002 -1.711 0.318  O4 1.225, N15 1.379, H73 1.102
44 C 4.998 -3.312 2.040  C30 1.673, C40 1.517, H148 1.171
45 C -13.696 -3.489 0.612  N15 1.448, H79 1.093, H101 1.094, H145 1.094
46 C 3.127 2.258 -7.391  N18 1.448, H103 1.093, H128 1.094, H138 1.094
47 C -7.677 -2.788 -0.499  N20 1.448, H83 1.094, H89 1.093, H121 1.094
48 C -14.281 -1.083 0.906  N15 1.448, H80 1.093, H99 1.094, H119 1.094
49 C -1.337 1.162 -0.620  C41 1.672, C60 1.640, H111 1.171, H144 1.183
50 C 2.578 1.681 1.086  O2 1.362, C33 1.667, C35 1.669
51 C 2.658 -4.822 1.883  C40 1.643, H91 1.171, H92 1.172, H100 1.188
52 C 5.225 1.677 -0.061  C35 1.647, C39 1.640, H68 1.194, H85 1.194
53 C -6.483 -0.994 0.636  O10 1.225, N20 1.379, H130 1.102
54 C 1.317 -8.167 6.644  N19 1.448, H94 1.094, H126 1.094, H146 1.093
55 C 2.051 4.494 -7.136  N18 1.448, H112 1.094, H136 1.093, H142 1.094
56 C 6.951 -1.941 0.639  C30 1.639, C63 1.645, H108 1.193, H134 1.185
57 C -1.080 5.479 -5.110  O7 1.225, N14 1.379, H97 1.102
58 C 2.024 8.596 5.954  N13 1.448, H64 1.093, H67 1.094, H106 1.094
59 C 0.002 9.962 6.359  O8 1.225, N13 1.379, H124 1.102
60 C 0.278 1.285 -0.364  C22 1.644, C33 1.510, C49 1.640
61 C -2.273 3.684 -6.245  N14 1.448, H88 1.094, H90 1.094, H109 1.093
62 C 6.018 -7.143 -3.135  N11 1.448, H72 1.094, H77 1.094, H137 1.093
63 C 7.059 -0.302 0.553  C26 1.673, C39 1.640, C56 1.645, H115 1.172
64 H 2.485 9.572 5.781  C58 1.093
65 H -3.527 -0.144 -1.391  N16 1.054
66 H -0.313 5.391 3.927  C34 1.193
67 H 2.537 8.099 6.783  C58 1.094
68 H 5.617 2.717 -0.498  C52 1.194
69 H -9.632 -0.988 0.239  C38 1.094
70 H 0.881 -8.479 3.482  C27 1.094
71 H -8.927 -0.471 -1.320  C38 1.094
72 H 5.256 -7.860 -2.814  C62 1.094
73 H -11.333 -2.561 0.104  C43 1.102
74 H -1.076 1.481 2.209  C24 1.171
75 H 2.487 -7.743 3.688  C27 1.094
76 H 0.468 6.645 6.455  C21 1.093
77 H 6.777 -7.061 -2.351  C62 1.094
78 H 5.396 -3.378 -0.215  C30 1.190
79 H -12.855 -4.144 0.368  C45 1.093
80 H -15.254 -1.539 1.110  C48 1.093
81 H 3.147 1.309 -3.924  C36 1.171
82 H -0.983 7.488 5.838  C21 1.094
83 H -6.856 -2.955 -1.202  C47 1.094
84 H 5.346 -0.345 -1.107  C39 1.179
85 H 5.422 1.760 1.113  C52 1.194
86 H -8.573 0.444 0.168  C38 1.093
87 H 4.736 1.730 -2.873  C36 1.190
88 H -2.154 3.003 -5.397  C61 1.094
89 H -8.632 -2.982 -0.995  C47 1.093
90 H -1.452 3.518 -6.948  C61 1.094
91 H 3.266 -5.617 1.276  C51 1.171
92 H 2.292 -5.317 2.880  C51 1.172
93 H 0.553 1.670 3.233  C24 1.170
94 H 2.370 -8.366 6.862  C54 1.094
95 H 4.164 -0.074 -3.044  C36 1.190
96 H -4.228 5.485 -5.507  C25 1.094
97 H -1.139 6.531 -4.788  C57 1.102
98 H 9.414 -0.186 0.923  C26 1.170
99 H -14.365 -0.403 0.052  C48 1.094
100 H 1.720 -4.485 1.238  C51 1.188
101 H -14.072 -3.743 1.607  C45 1.094
102 H 4.261 5.106 -5.934  C29 1.102
103 H 2.172 2.064 -7.887  C46 1.093
104 H 2.106 -9.291 4.500  C27 1.093
105 H 4.587 -1.752 0.375  C30 1.170
106 H 2.115 7.990 5.048  C58 1.094
107 H 8.832 -0.750 -0.809  C26 1.193
108 H 7.535 -2.432 -0.279  C56 1.193
109 H -3.228 3.490 -6.741  C61 1.093
110 H 2.922 -1.874 3.928  C23 1.170
111 H -1.896 2.014 -0.043  C49 1.171
112 H 1.877 4.576 -8.213  C55 1.094
113 H -3.363 -1.724 -0.743  N16 1.055
114 H -3.169 6.916 -5.578  C25 1.093
115 H 6.935 0.167 1.620  C63 1.172
116 H -2.771 -0.637 1.932  N12 1.044
117 H 0.205 4.244 1.517  C28 1.180
118 H 4.961 -4.258 -4.636  C32 1.093
119 H -13.950 -0.513 1.779  C48 1.094
120 H -0.061 2.051 5.376  S1 1.417
121 H -7.558 -3.469 0.349  C47 1.094
122 H -3.523 6.002 -7.066  C25 1.094
123 H 0.331 -5.847 6.055  C42 1.102
124 H 0.682 10.802 6.141  C59 1.102
125 H 1.511 -2.262 2.716  C23 1.179
126 H 0.755 -9.105 6.655  C54 1.094
127 H 1.263 4.357 3.860  C34 1.186
128 H 3.246 1.577 -6.543  C46 1.094
129 H 8.712 1.089 -0.408  C26 1.176
130 H -6.543 0.059 0.959  C53 1.102
131 H 2.974 -1.232 2.121  C23 1.193
132 H -0.769 -1.315 1.360  N17 1.061
133 H 6.519 -5.082 -4.899  C32 1.094
134 H 7.459 -2.286 1.652  C56 1.185
135 H 4.991 -5.885 -5.365  C32 1.094
136 H 2.231 5.490 -6.724  C55 1.093
137 H 6.483 -7.490 -4.062  C62 1.093
138 H 3.948 2.092 -8.095  C46 1.094
139 H 4.321 -4.269 -2.519  C37 1.102
140 H 6.800 0.802 -1.458  C39 1.194
141 H -1.316 -2.262 0.104  N17 1.063
142 H 1.172 4.059 -6.653  C55 1.094
143 H -1.498 3.854 2.235  C28 1.193
144 H -1.564 1.136 -1.781  C49 1.183
145 H -14.489 -3.632 -0.128  C45 1.094
146 H 0.912 -7.497 7.408  C54 1.093
147 H -3.925 -0.278 0.792  N12 1.049
148 H 5.804 -3.737 2.775  C44 1.171
149 H -0.564 7.597 7.563  C21 1.094